A structure of composition C13H29BO2Pt in a non-equilibrium geometry. Source: the OMol25 dataset; level of theory: the ωB97M-V functional and the def2-TZVPD basis.

The net charge is +2. The HOMO energy is -14.61 eV. As for the calculated total energy: -806.1918 a.u.

Positions of all 46 atoms, in Å:
C -5.271 -0.777 0.120
C -4.290 -1.530 -0.954
O -4.091 -2.968 -0.726
C -3.399 -3.256 0.537
C -1.858 -2.711 0.637
C -1.343 -2.590 2.224
C -0.992 -0.994 2.561
C 0.626 -0.783 2.750
B 1.297 0.240 1.607
C 2.664 1.053 2.081
C 3.623 1.526 0.836
C 3.100 2.883 0.055
C 3.867 2.974 -1.417
C 2.973 2.090 -2.496
O 2.615 2.986 -3.613
C 1.878 2.274 -4.674
H -6.420 -0.910 -0.125
H -5.075 0.400 0.070
H -5.115 -1.077 1.240
H -4.831 -1.438 -2.014
H -3.301 -0.902 -1.057
H -4.017 -2.939 1.507
H -3.333 -4.447 0.610
H -1.102 -3.457 0.097
H -1.666 -1.657 0.169
H -2.244 -2.937 2.890
H -0.432 -3.292 2.456
H -1.484 -0.797 3.626
H -1.503 -0.243 1.821
H 1.234 -1.784 2.810
H 0.806 -0.229 3.792
H 0.770 0.353 0.562
H 3.287 0.298 2.756
H 2.328 2.009 2.682
H 4.677 1.814 1.316
H 3.846 0.686 0.047
H 1.930 2.891 -0.029
H 3.401 3.889 0.620
H 4.984 2.587 -1.354
H 3.798 4.101 -1.790
H 1.957 1.800 -1.954
H 3.533 1.112 -2.822
H 2.262 2.715 -5.712
H 2.074 1.120 -4.719
H 0.714 2.470 -4.658
Pt -2.476 -2.554 -2.364

natural (NBO) atomic charge list, values in e, 8 entries: atom 1 (C): -0.652, atom 2 (C): -0.199, atom 3 (O): -0.402, atom 4 (C): -0.145, atom 5 (C): -0.511, atom 6 (C): -0.389, atom 7 (C): -0.408, atom 8 (C): -0.783



A structure of composition C13H29CaCl6IMgNbO14S2 in a non-equilibrium geometry. Source: the OMol25 dataset; level of theory: the ωB97M-V functional and the def2-TZVPD basis.

The net charge is +1. The HOMO energy is -9.90 eV. As for the calculated total energy: -6354.6506 a.u.

Positions of all 68 atoms, in Å:
C -2.405 1.491 -0.815
C -1.258 1.297 0.223
C 0.143 1.184 -0.493
Nb 0.987 3.347 -0.558
I 1.476 -0.130 0.662
H -2.157 2.432 -1.432
H -3.344 1.644 -0.221
H -2.564 0.534 -1.428
H -1.454 0.461 0.947
H -1.255 2.238 0.836
H 0.082 0.784 -1.543
H 0.801 3.250 -2.367
H -0.755 3.977 -0.527
H 0.907 3.376 1.270
H 2.675 2.670 -0.562
H 1.577 5.052 -0.687
O 0.338 3.646 3.824
H -0.621 3.519 4.029
H 0.786 2.752 3.502
H 0.822 4.033 4.593
Mg 1.631 1.416 4.194
C -1.630 -2.639 -1.350
C -2.842 -3.290 -1.137
C -3.393 -4.079 -2.141
C -2.731 -4.226 -3.358
C -1.519 -3.580 -3.574
C -0.968 -2.784 -2.571
H -1.199 -2.021 -0.568
H -3.354 -3.183 -0.188
H -4.339 -4.581 -1.976
H -3.161 -4.845 -4.136
H -1.003 -3.696 -4.520
H -0.024 -2.276 -2.740
O -2.075 5.387 5.148
H -1.432 5.651 4.481
H -2.240 6.200 5.639
O 4.641 2.156 5.801
S 5.481 1.171 6.497
O 5.796 1.636 7.851
O 6.730 0.985 5.752
O 4.752 -0.099 6.591
Ca -2.502 0.797 -3.301
O 0.142 -2.018 7.554
Cl 1.485 -1.564 7.269
O 1.850 -1.957 5.923
O 2.408 -2.147 8.209
O 1.536 -0.114 7.368
C 3.591 7.381 1.072
Cl 5.317 7.264 1.427
Cl 2.712 6.033 1.807
Cl 2.941 8.926 1.633
H 3.458 7.325 -0.003
C -0.902 -5.572 -8.246
C 0.205 -5.020 -9.125
O -0.158 -3.654 -9.356
S -0.933 -3.082 -8.063
O 0.006 -2.368 -7.252
O -2.172 -2.512 -8.487
O -1.233 -4.502 -7.350
H -1.791 -5.814 -8.832
H -0.586 -6.451 -7.688
H 0.296 -5.557 -10.066
H 1.167 -5.032 -8.606
C -1.768 -2.354 4.331
Cl -0.503 -1.135 4.476
Cl -2.752 -2.098 2.875
H -1.304 -3.334 4.275
H -2.410 -2.298 5.205

natural (NBO) atomic charge list, values in e, 8 entries: atom 1 (C): -0.666, atom 2 (C): -0.486, atom 3 (C): -0.882, atom 4 (Nb): 1.825, atom 5 (I): 0.153, atom 6 (H): 0.231, atom 7 (H): 0.289, atom 8 (H): 0.020



A structure of composition C13H29CuN5O7 in a non-equilibrium geometry. Source: the OMol25 dataset; level of theory: the ωB97M-V functional and the def2-TZVPD basis.

As for the spin multiplicity: 2. The HOMO energy (spin up / spin down) is -6.67 / -6.58 eV. As for the calculated total energy: -2953.4702 a.u.

Positions of all 55 atoms, in Å:
O -0.212 0.141 -3.344
H -0.300 0.170 -4.312
Cu 0.290 -0.217 -0.509
N 0.084 1.514 0.312
N 1.748 0.675 -1.350
N -0.997 -1.059 0.615
N 0.206 -1.934 -1.326
O -0.905 1.869 1.078
O -1.448 -0.491 1.740
O 1.023 -2.260 -2.357
O 2.448 0.033 -2.216
C 2.054 1.888 -0.848
C 1.177 2.290 0.210
C -1.221 -2.361 0.429
C -0.571 -2.854 -0.754
C 1.426 3.347 1.226
H 1.815 2.895 2.155
H 0.490 3.865 1.471
H 2.164 4.078 0.881
C 3.231 2.674 -1.301
H 3.218 2.801 -2.390
H 4.174 2.197 -1.002
H 3.194 3.669 -0.845
C -1.942 -3.195 1.424
C -0.719 -4.258 -1.217
H -2.444 -2.550 2.153
H -1.233 -3.843 1.961
H -2.680 -3.840 0.932
H -0.192 -4.400 -2.163
H -1.780 -4.507 -1.355
H -0.329 -4.968 -0.476
H -1.283 0.539 1.563
H 1.609 -1.423 -2.445
C -1.277 0.885 -2.744
H -0.880 1.826 -2.348
H -1.695 0.286 -1.923
H -2.068 1.108 -3.474
O -3.726 2.726 -0.039
H -3.968 2.025 -0.668
H -2.859 2.457 0.323
C 4.230 -1.904 3.587
N 3.100 -1.271 2.931
C 2.211 -0.435 3.704
C 2.782 -1.403 1.633
C 3.616 -2.235 0.705
O 1.753 -0.790 1.272
H 4.210 -1.588 4.633
H 5.178 -1.593 3.127
H 4.156 -3.000 3.536
H 2.179 0.591 3.307
H 1.184 -0.826 3.688
H 2.581 -0.418 4.729
H 3.031 -3.101 0.369
H 3.868 -1.636 -0.178
H 4.538 -2.590 1.176

natural (NBO) atomic charge list, values in e, 8 entries: atom 1 (O): -0.738, atom 2 (H): 0.477, atom 3 (Cu): 1.251, atom 4 (N): -0.202, atom 5 (N): -0.135, atom 6 (N): -0.158, atom 7 (N): -0.181, atom 8 (O): -0.662